The following is a DFT calculation (ωB97M-V with the def2-TZVPD basis set) of a 5-piece molecular cluster, C24H37FN4OP overall at a distorted geometry.

HOMO-LUMO gap: 7.748 eV
DFT total energy: -1671.41661 a.u.
multiplicity: 1
maximum force: 10.4 eV/Å
HOMO: -0.446 hartree
charge: +1

Atoms and positions in Å:
P: 1.8863 -4.1665 -1.0343
F: 3.5682 -1.0224 0.5711
O: 5.0491 -2.1892 -0.9931
N: -6.2311 -2.3114 -1.4570
N: 6.2727 0.1253 3.0374
N: -4.5745 2.8415 -0.9728
N: 2.9627 -4.4820 3.9760
C: 6.5339 -0.0939 1.8234
C: -2.6252 -3.2893 -0.6900
C: 0.3007 -3.1362 -0.7723
C: -7.2441 -0.4580 -3.2661
C: 3.3212 -3.7691 0.1618
C: 4.0284 -2.2829 -0.1049
C: 3.5154 -0.9690 4.5261
C: -1.2905 -0.7961 -0.3625
C: 2.4017 -1.7617 3.8390
C: -5.3937 6.2259 -1.8805
C: 8.2473 0.1665 0.0293
C: 0.2070 -1.5195 -0.5206
C: 3.6705 -1.3212 6.0022
C: 8.3855 1.6690 0.2535
C: -4.3250 5.6113 -0.9745
C: -5.2796 5.7645 -3.3299
C: -2.7038 -1.6613 -0.4576
C: 2.7083 -3.2486 3.9140
C: -6.6905 -1.4710 -2.2773
C: -7.1314 1.4010 -1.5298
C: 6.8487 -0.3582 0.3601
C: -6.7200 0.9380 -2.9239
C: -1.1440 -3.9740 -0.8440
C: -4.4613 4.0974 -0.9736
H: 2.3904 -3.9846 -2.3933
H: -8.2225 1.4133 -1.4266
H: -7.0985 1.6535 -3.6621
H: 1.5209 -5.5774 -0.9074
H: 2.3216 -1.4636 2.7883
H: -6.0440 6.2504 -3.9446
H: 2.7380 -1.1399 6.5488
H: 9.3906 2.0034 -0.0225
H: -6.7596 2.4129 -1.3404
H: -1.1249 -5.1539 -1.0181
H: 1.1953 -0.8779 -0.4568
H: -8.3387 -0.4780 -3.2280
H: 3.3005 0.1015 4.4368
H: -6.3920 5.9703 -1.5045
H: -5.6254 0.9518 -2.9934
H: -3.3226 5.8828 -1.3230
H: 1.4375 -1.5676 4.3214
H: 6.0955 0.1333 -0.2653
H: -1.3164 0.3839 -0.2119
H: -4.4409 5.9833 0.0490
H: 8.2317 1.9369 1.3036
H: 3.9528 -2.3697 6.1401
H: 8.4760 -0.0591 -1.0181
H: -6.7186 0.7527 -0.7504
H: -3.7762 -1.1523 -0.3502
H: -5.4274 4.6839 -3.4230
H: 4.4568 -0.7110 6.4577
H: 6.7971 -1.4355 0.1700
H: 7.6621 2.2246 -0.3541
H: -4.2970 6.0156 -3.7454
H: -6.9346 -0.7377 -4.2786
H: 8.9942 -0.3535 0.6416
H: 4.4696 -1.1499 4.0162
H: 4.1879 -4.5571 -0.0675
H: 3.0638 -3.9340 1.3110
H: -5.3068 7.3175 -1.8471
H: -3.6291 -3.9281 -0.7815

Atomic partial charges in e from the natural (NBO) method, atoms 1 to 4: number 1, P, carries 0.9670; number 2, F, carries -0.3414; number 3, O, carries -0.4978; number 4, N, carries -0.4005